{"formula": "C27H98N3O25", "method": "ωB97M-V with the def2-TZVPD basis set", "energy_ev": -85242.50114, "spin_multiplicity": 1, "e_lumo_ev": 4.755, "total_charge": -3, "species": ["C", "C", "C", "C", "C", "C", "N", "O", "C", "C", "C", "H", "H", "H", "H", "H", "H", "H", "H", "H", "H", "H", "H", "H", "H", "H", "H", "H", "H", "C", "C", "C", "C", "C", "C", "N", "O", "C", "C", "C", "H", "H", "H", "H", "H", "H", "H", "H", "H", "H", "H", "H", "H", "H", "H", "H", "H", "H", "C", "C", "C", "C", "C", "C", "N", "O", "C", "C", "C", "H", "H", "H", "H", "H", "H", "H", "H", "H", "H", "H", "H", "H", "H", "H", "H", "H", "H", "O", "H", "H", "O", "H", "H", "O", "H", "H", "O", "H", "H", "O", "H", "H", "O", "H", "H", "O", "H", "H", "O", "H", "H", "O", "H", "H", "O", "H", "H", "O", "H", "H", "O", "H", "H", "O", "H", "H", "O", "H", "H", "O", "H", "H", "O", "H", "H", "O", "H", "H", "O", "H", "H", "O", "H", "H", "O", "H", "H", "O", "H", "H", "O", "H", "H"], "positions_angstrom": [[0.29974, -2.53891, -2.07453], [0.64286, -1.14833, -1.56063], [0.29748, -0.20576, -2.72914], [0.47670, 1.25891, -2.34302], [-0.39612, 1.53144, -1.12991], [-0.13905, 0.59897, 0.08170], [-0.19321, -0.76480, -0.43400], [-0.19106, -1.77779, 0.55498], [-1.37422, 0.84081, 0.93745], [1.08227, 1.05103, 0.88365], [2.15152, -1.01993, -1.28891], [-0.77975, -2.61620, -2.21013], [0.72670, -3.30114, -1.42367], [0.74255, -2.68962, -3.06985], [-0.69342, -0.31851, -3.17339], [0.99792, -0.42801, -3.55026], [0.26013, 1.92392, -3.19067], [1.53789, 1.49832, -2.20546], [-1.45533, 1.51597, -1.39489], [-0.18173, 2.56988, -0.84526], [-2.33547, 0.52585, 0.53386], [-1.44089, 1.88922, 1.25232], [-1.30421, 0.33366, 1.90779], [1.15948, 2.14946, 0.93924], [2.06003, 0.86226, 0.44303], [1.01932, 0.73064, 1.92577], [2.77841, -1.20755, -2.17511], [2.44817, -1.54187, -0.38632], [2.37522, 0.04327, -1.22589], [-7.95571, -2.89731, 4.72849], [-7.98012, -3.08325, 3.18982], [-9.40481, -2.96285, 2.63340], [-9.87252, -1.49967, 2.44151], [-8.82742, -0.69146, 1.69879], [-7.39573, -0.83079, 2.25954], [-7.10012, -2.23260, 2.43856], [-5.74742, -2.52484, 2.62466], [-7.36820, 0.03553, 3.54823], [-6.43922, -0.16313, 1.27038], [-7.61459, -4.54620, 2.88778], [-8.72877, -2.20139, 5.06852], [-6.98976, -2.45074, 4.97955], [-8.03898, -3.84958, 5.25866], [-10.13128, -3.27678, 3.40596], [-9.63593, -3.57377, 1.75964], [-10.08187, -1.10571, 3.44129], [-10.79844, -1.58611, 1.85916], [-9.14377, 0.36064, 1.70048], [-8.81899, -1.04219, 0.65785], [-7.32910, 1.10851, 3.34603], [-6.42747, -0.19250, 4.06082], [-8.13123, -0.25682, 4.27348], [-6.92254, 0.65388, 0.72542], [-6.09299, -0.90216, 0.54852], [-5.59811, 0.25400, 1.82159], [-8.39645, -5.22261, 3.27009], [-6.70738, -4.84844, 3.41295], [-7.54363, -4.71594, 1.81456], [7.73510, -0.20541, -1.30042], [6.80321, 0.58545, -0.35677], [7.39573, 0.35919, 1.06418], [8.66751, 1.17830, 1.28072], [8.36153, 2.64585, 1.04448], [7.69191, 2.96517, -0.29790], [6.67345, 1.99218, -0.63957], [6.14739, 2.20482, -1.90963], [8.81409, 3.09491, -1.32377], [7.01337, 4.31293, -0.06532], [5.42737, -0.06106, -0.32518], [8.67442, 0.28965, -1.55767], [7.31101, -0.31620, -2.30727], [7.94391, -1.19996, -0.89847], [7.66329, -0.68873, 1.22165], [6.57787, 0.61270, 1.74660], [9.42038, 0.81625, 0.57564], [8.97886, 0.93861, 2.30269], [9.29999, 3.18957, 1.23498], [7.81217, 2.98675, 1.93479], [9.45728, 2.21342, -1.39914], [9.47110, 3.95257, -1.12901], [8.43725, 3.24843, -2.33915], [6.48390, 4.65694, -0.95758], [7.71300, 5.11703, 0.19934], [6.27896, 4.25523, 0.73929], [5.11782, -0.19281, -1.37416], [4.65271, 0.60990, 0.04107], [5.42279, -1.06450, 0.10105], [-3.98201, -0.36744, 3.96830], [-4.60529, -1.11470, 3.81331], [-3.51909, -0.26368, 3.13133], [-0.06653, -6.34376, -0.70383], [0.03123, -7.15066, -1.21847], [0.69034, -5.79455, -0.94260], [-1.97587, -4.70814, -3.68056], [-2.19196, -5.42005, -3.06944], [-2.72437, -4.10012, -3.61695], [0.54199, 1.54047, -6.21277], [0.26632, 0.96967, -6.93390], [-0.11516, 1.38065, -5.52279], [1.45902, 5.12379, 1.04326], [1.70507, 4.65881, 1.85088], [2.23937, 5.04258, 0.47377], [-2.08747, 0.45408, -5.82291], [-1.53066, -0.29265, -5.51281], [-2.12756, 0.33398, -6.77563], [-4.54251, 3.53093, 1.29514], [-4.86545, 2.88315, 1.93237], [-3.66863, 3.79273, 1.63204], [-0.85896, -2.00593, -5.43853], [-0.85859, -2.56765, -4.64442], [-0.56464, -2.58386, -6.14995], [-1.90637, 4.54171, -3.02974], [-1.39078, 4.60191, -2.20104], [-2.51267, 3.80946, -2.87987], [4.33563, -3.73079, -0.52088], [4.98778, -3.34211, 0.06963], [4.47459, -3.27255, -1.36838], [-2.75188, -2.67292, -0.79913], [-3.06477, -1.88073, -1.25241], [-1.87729, -2.42098, -0.43465], [0.32089, 2.46651, 3.99035], [1.10160, 2.65643, 3.44125], [0.67916, 2.17628, 4.83360], [2.45646, -1.39206, -6.35801], [1.82317, -1.49779, -5.63547], [2.58252, -0.43667, -6.41733], [-0.89418, 5.19521, -0.51231], [-0.15421, 5.24319, 0.12350], [-1.64019, 5.60260, -0.06081], [1.84848, -3.91301, 1.02137], [1.06334, -3.31645, 1.05205], [2.31871, -3.63699, 0.22266], [-3.34167, -0.75396, -2.98851], [-2.51365, -0.26154, -2.94736], [-3.86291, -0.30320, -3.66179], [2.89906, 3.22763, 2.77362], [3.26655, 3.66181, 3.55229], [3.50919, 2.50180, 2.57954], [5.40253, -2.08169, -2.65257], [5.47963, -1.17490, -2.31776], [4.63194, -2.05701, -3.23383], [-2.07337, 4.08632, 2.72762], [-2.31652, 4.11460, 3.65819], [-1.28117, 3.53069, 2.70680], [3.89248, 3.37060, -0.34385], [3.17307, 2.79237, -0.62079], [4.70892, 2.89498, -0.64245], [-1.49244, -1.89471, 3.22515], [-1.03270, -1.21215, 3.72307], [-1.06539, -1.84783, 2.33104], [2.50160, -1.40042, 2.47270], [1.82872, -0.81308, 2.10783], [2.44081, -2.17625, 1.89190]]}



{"formula": "C27H71F3N18O15Si2", "method": "ωB97M-V with the def2-TZVPD basis set", "energy_ev": -110607.89047, "spin_multiplicity": 1, "e_lumo_ev": -0.211, "species": ["C", "C", "C", "C", "Si", "O", "C", "C", "O", "C", "C", "O", "Si", "O", "C", "C", "C", "C", "C", "N", "C", "O", "C", "F", "F", "F", "N", "C", "C", "O", "C", "C", "O", "H", "H", "H", "H", "H", "H", "H", "H", "H", "H", "H", "H", "H", "H", "H", "H", "H", "H", "H", "H", "H", "H", "H", "H", "H", "H", "H", "H", "H", "H", "H", "H", "H", "H", "H", "H", "H", "H", "H", "C", "O", "N", "N", "H", "H", "H", "H", "C", "O", "N", "N", "H", "H", "H", "H", "C", "O", "N", "N", "H", "H", "H", "H", "C", "O", "N", "N", "H", "H", "H", "H", "C", "O", "N", "N", "H", "H", "H", "H", "C", "O", "N", "N", "H", "H", "H", "H", "C", "O", "N", "N", "H", "H", "H", "H", "C", "O", "N", "N", "H", "H", "H", "H"], "positions_angstrom": [[0.99400, -5.70423, -4.52909], [0.79917, -4.49564, -3.62673], [1.52347, -4.65698, -2.28321], [2.09031, -3.30811, -1.76926], [1.66708, -2.93651, -0.01163], [0.05051, -2.77054, 0.23257], [-0.68937, -2.37653, -0.92981], [-0.43128, -0.96155, -1.41462], [0.01669, -1.01972, -2.75335], [0.59186, 0.23381, -3.14895], [2.08891, 0.22571, -2.90008], [2.41864, -1.49184, 0.37632], [2.42626, -0.88115, 1.91681], [3.08331, -1.92464, 3.01045], [3.45228, 0.66948, 1.86818], [2.64460, 1.91866, 1.44337], [3.29380, 2.70249, 0.28906], [2.30102, 3.13577, -0.80034], [2.03465, 4.62895, -0.81487], [3.13539, 5.34504, -1.48858], [0.72621, -0.36654, 2.58844], [0.18778, -1.45303, 3.39072], [-0.83749, -1.17092, 4.17682], [-1.62194, -0.15434, 3.73657], [-1.62820, -2.25841, 4.31223], [-0.43320, -0.81775, 5.43165], [2.34269, -4.15761, 1.06157], [1.48637, -5.26224, 1.36964], [0.35433, -4.90185, 2.28694], [1.63648, -6.38221, 0.96096], [3.69539, -4.53345, 0.71485], [4.74566, -3.78103, 1.46620], [3.97210, -5.34607, -0.12321], [0.50174, -5.54133, -5.47683], [2.05274, -5.83089, -4.71566], [0.62105, -6.60162, -4.05456], [-0.25605, -4.33651, -3.44109], [1.20739, -3.63539, -4.13996], [0.83380, -5.03407, -1.53829], [2.32491, -5.36854, -2.39083], [1.74577, -2.46955, -2.36291], [3.17233, -3.31190, -1.83766], [-1.73658, -2.47190, -0.67697], [-0.51887, -3.05619, -1.75381], [0.28359, -0.42950, -0.79476], [-1.36261, -0.39551, -1.38525], [0.14329, 1.01478, -2.54741], [0.37271, 0.39565, -4.19191], [2.55853, 0.98468, -3.51419], [2.50939, -0.73376, -3.16524], [2.31749, 0.43539, -1.86363], [3.58281, -1.42225, 3.66660], [4.26408, 0.52088, 1.16798], [3.90979, 0.81222, 2.84201], [2.62238, 2.58559, 2.29454], [1.62489, 1.68130, 1.15888], [4.06691, 2.12670, -0.18626], [3.76710, 3.59610, 0.67453], [2.70356, 2.83617, -1.75974], [1.35215, 2.62148, -0.67444], [1.09399, 4.79861, -1.32856], [1.95297, 4.97543, 0.20974], [3.63632, 4.68704, -2.06498], [2.73124, 5.99821, -2.13849], [0.01978, -0.10436, 1.81205], [0.87737, 0.51392, 3.20389], [0.22110, -5.69035, 3.01097], [-0.55676, -4.84661, 1.70894], [0.51377, -3.95136, 2.77029], [5.62756, -4.38918, 1.57956], [5.01966, -2.94134, 0.83210], [4.38635, -3.36628, 2.39302], [4.49401, 6.91660, -4.73131], [4.34813, 5.84118, -4.17853], [4.59770, 8.08243, -4.02384], [4.56377, 7.04340, -6.09357], [4.71672, 8.98148, -4.44803], [4.55419, 8.01351, -3.02375], [4.48670, 6.20510, -6.63574], [4.68206, 7.91941, -6.56374], [-7.80828, 1.26742, 1.56840], [-8.84996, 1.59582, 1.01257], [-7.15653, 0.10993, 1.25579], [-7.22438, 2.02942, 2.53663], [-6.30543, -0.17795, 1.69579], [-7.57486, -0.49155, 0.57048], [-7.68052, 2.88567, 2.78913], [-6.36907, 1.77604, 2.99333], [-2.95748, 0.00016, -5.02613], [-2.25513, 0.76802, -5.66502], [-2.44728, -1.15527, -4.49164], [-4.29068, 0.22238, -4.82434], [-2.98745, -1.80413, -3.95377], [-1.47700, -1.34519, -4.64935], [-4.67450, 1.06066, -5.21472], [-4.90240, -0.38859, -4.31451], [6.32754, 1.72686, -2.30260], [5.72797, 2.40065, -1.48329], [6.35974, 2.05948, -3.62871], [7.01137, 0.58971, -1.96010], [6.84324, 1.52471, -4.32342], [5.86905, 2.89135, -3.90339], [7.00627, 0.32624, -0.99387], [7.50936, 0.02259, -2.61807], [-1.64597, 0.05893, 9.69043], [-2.21692, 0.72647, 10.53032], [-1.68321, 0.37122, 8.35485], [-0.91927, -1.05897, 10.00546], [-1.22013, -0.16261, 7.64443], [-2.20531, 1.18440, 8.09565], [-0.87172, -1.31444, 10.97267], [-0.44208, -1.62023, 9.32738], [-10.03508, 5.38249, -0.41480], [-10.28359, 6.36962, -1.08341], [-10.85481, 4.95039, 0.59669], [-8.92275, 4.61226, -0.61015], [-10.66638, 4.13351, 1.14723], [-11.68263, 5.48441, 0.77530], [-8.29597, 4.88252, -1.34284], [-8.71878, 3.79880, -0.05816], [4.87267, -3.04235, 5.90897], [4.89621, -1.88907, 5.50942], [3.73556, -3.80033, 5.87964], [5.98388, -3.66214, 6.40801], [3.69357, -4.74952, 6.19596], [2.91107, -3.37431, 5.49952], [6.83127, -3.12865, 6.43787], [5.98987, -4.60711, 6.73894], [-8.33167, 0.31957, -2.95124], [-7.20236, 0.22969, -3.41543], [-9.44815, 0.12084, -3.71329], [-8.55899, 0.63093, -1.64404], [-10.38078, 0.19691, -3.35659], [-9.31097, -0.10363, -4.67973], [-7.75562, 0.79038, -1.07244], [-9.46598, 0.72915, -1.22964]]}



Quick rundown of max |F|, same order as above: 0.04173; 0.02529 Eh/bohr
Quick rundown of molar mass, same order as above: 865.1; 1001.1 g mol⁻¹